No. 1
DFT (ωB97M-V/def2-TZVPD) results for a structure of composition C36H33N6O3PdSeSi in a non-equilibrium geometry.

Geometry as XYZ:
```
81
Properties=species:S:1:pos:R:3:forces:R:3:nbo_charge:R:1
Pd 0.000319 -0.259652 -0.043609 0.06 0.98 -0.27 0.97
Se -0.304114 -2.411278 -0.924406 0.09 -1.44 -0.44 -0.27
Si -0.104102 -5.095895 -1.742415 0.01 0.92 0.34 1.76
O 1.111698 -4.979201 6.221667 -0.18 -0.41 0.84 -0.63
O 2.531251 -5.123800 4.542666 -0.20 -0.05 0.31 -0.54
O 10.320437 6.669820 -3.530533 -0.77 -0.54 1.07 -0.36
N 0.891767 0.644185 -1.775217 0.24 0.07 -0.43 -0.47
N 5.486681 3.503039 -0.882088 0.11 0.05 0.45 -0.38
N 4.854462 3.263777 -3.004657 -0.10 -0.06 -0.17 -0.50
N -1.636542 1.263919 -0.009932 -0.03 -0.09 0.60 -0.47
N 1.666887 0.970627 0.810666 0.09 0.17 -0.22 -0.49
N -0.816181 -0.506224 1.901415 -1.83 0.74 -0.17 -0.49
C 8.344515 5.497167 -4.266842 -0.41 -0.22 -0.41 -0.26
C 7.231040 4.789430 -3.904456 0.48 0.31 -0.30 -0.08
C 0.884660 -2.113405 2.340812 -0.18 0.48 -0.30 -0.24
C -1.979805 0.054974 2.012776 1.09 -1.01 0.79 0.15
C 2.014263 1.342538 -1.532610 0.25 0.27 -0.84 0.18
C 10.721206 6.995488 -4.845018 0.36 0.30 -1.29 -0.28
C 4.350311 2.793622 -0.915885 0.05 0.11 -1.13 0.13
C 9.234538 5.985487 -3.281395 0.27 0.16 0.09 0.45
C -0.304745 -2.862702 4.729348 0.24 -0.15 -0.11 -0.16
C -0.881692 -1.868401 3.962371 -0.05 0.25 -0.40 -0.22
C 2.430163 1.517801 -0.156615 0.67 0.35 0.64 0.23
C -3.862838 2.854675 0.413091 0.16 0.19 -0.47 -0.13
C 8.947717 5.723539 -1.914388 -0.27 -0.19 0.36 -0.20
C -0.313942 -1.492886 2.738829 0.63 -1.08 0.96 0.16
C -2.374964 1.106918 1.112082 -0.68 1.07 -0.98 0.11
C 1.571250 -4.606159 5.045840 0.25 0.30 -0.84 0.77
C 3.964018 2.384877 1.508876 -0.25 -0.18 -0.01 -0.09
C 3.927244 2.624787 -2.252860 0.46 0.23 0.75 0.23
C 0.447377 0.498608 -3.014835 0.08 0.05 -0.12 0.08
C -3.494009 1.917001 1.357666 0.57 -0.66 0.08 -0.17
C 2.282638 1.733520 -3.911252 -0.17 -0.14 0.31 -0.10
C 1.449711 -4.908594 -2.809741 -0.63 -0.02 0.40 -1.16
C 1.116125 1.031235 -4.114723 0.11 0.12 0.02 -0.23
C -1.984251 2.182235 -0.899474 -0.01 0.05 -0.16 0.07
C -3.103216 2.987026 -0.745836 -0.19 -0.14 0.42 -0.20
C 1.450970 -3.102152 3.104594 -0.01 -0.22 0.34 -0.16
C 5.792283 3.786584 -2.140590 0.24 0.17 -0.25 0.34
C 7.833747 5.015755 -1.561136 0.58 0.35 0.10 -0.13
C 3.159073 1.820913 2.472063 0.14 0.11 -0.24 -0.22
C -1.816370 -5.035524 -2.539918 0.62 -0.12 0.27 -1.16
C 2.757055 1.909437 -2.603087 -0.68 -0.40 0.03 -0.11
C 0.859580 -3.497492 4.305653 -0.03 0.12 -0.15 -0.13
C 2.014785 1.130413 2.076248 -0.08 -0.05 0.13 0.09
C 6.945514 4.530092 -2.547002 -0.33 -0.22 0.08 -0.01
C 3.599454 2.246844 0.164666 -0.62 -0.44 0.21 -0.09
C 0.117161 -5.802780 -0.001018 -0.14 0.31 -0.68 -1.16
H -2.702194 -0.249818 2.767764 0.14 0.10 0.15 0.21
H 1.047715 -5.469954 0.455770 0.10 0.10 -0.13 0.27
H -1.859684 -4.288730 -3.331458 0.17 0.03 -0.03 0.26
H 10.903214 6.095310 -5.440037 0.02 0.04 0.20 0.21
H 4.862248 2.923242 1.760571 0.13 0.10 0.06 0.26
H 7.612930 4.813157 -0.525276 0.02 0.01 0.09 0.26
H 4.857142 3.340796 -4.010171 0.02 0.00 0.10 0.44
H -1.363565 2.273065 -1.785211 -0.01 -0.05 0.10 0.21
H 8.542596 5.680598 -5.308569 0.02 0.03 -0.16 0.25
H 9.970074 7.610428 -5.350178 0.05 -0.02 0.20 0.21
H -1.771203 -1.382271 4.328038 -0.14 0.05 0.06 0.22
H 3.398701 1.898066 3.518937 0.01 0.03 0.14 0.26
H 2.366554 -3.591251 2.803040 0.02 0.00 0.02 0.26
H 2.822225 2.150565 -4.746397 0.03 0.04 -0.16 0.23
H -4.738131 3.467625 0.563292 -0.06 0.06 0.04 0.26
H -0.477528 -0.057698 -3.141148 0.13 0.02 0.04 0.23
H 1.699259 -5.845843 -3.302607 -0.08 -0.24 -0.04 0.29
H 0.339205 -4.503464 6.556560 0.19 0.02 -0.25 0.49
H -2.579811 -4.782008 -1.805591 0.08 -0.03 0.15 0.27
H 1.317506 -4.163129 -3.591373 -0.16 0.04 -0.04 0.26
H 0.715698 0.893622 -5.104612 -0.06 -0.04 -0.13 0.26
H -0.702233 -5.509666 0.652127 -0.15 0.05 -0.05 0.27
H 6.580327 4.433250 -4.687257 -0.05 -0.02 -0.10 0.21
H -3.377564 3.683592 -1.521757 0.01 0.10 -0.02 0.25
H 11.647309 7.560119 -4.746244 -0.16 -0.10 0.02 0.25
H -0.790120 -3.131598 5.655728 -0.05 0.00 0.09 0.22
H -4.058209 1.793983 2.270958 -0.05 -0.05 0.02 0.25
H 0.142283 -6.890492 -0.012602 -0.02 -0.20 -0.16 0.29
H 2.316151 -4.623584 -2.214838 -0.07 -0.02 0.18 0.27
H 9.635878 6.099602 -1.175110 0.08 0.04 0.12 0.27
H 1.380254 -1.793592 1.417822 -0.21 -0.19 0.44 0.22
H -2.097108 -5.988997 -2.980527 0.06 -0.24 -0.05 0.28
H 1.368843 0.693029 2.828081 -0.03 -0.05 -0.11 0.22
```
Forces are in eV/Å.

Kohn-Sham gap (alpha / beta) (eV): 7.189 / 5.001
Charge: +3
⟨S²⟩: 6.05
Highest occupied orbital energy (alpha / beta) (eV): -15.07 / -15.39
2S+1: 5
Lowest unoccupied orbital energy (alpha / beta) (eV): -7.9 / -10.4
Electronic energy (eV): -129631.7040


No. 2
DFT (ωB97M-V/def2-TZVPD) results for a structure of composition C36H34Cl2IN6O5SZr in a non-equilibrium geometry.

Geometry as XYZ:
```
86
Properties=species:S:1:pos:R:3:forces:R:3:lowdin_charge:R:1
I 2.021722 -0.927477 2.600009 0.08 -0.17 -0.12 1.12
Zr 0.836537 -0.052284 -0.226034 1.27 1.14 -0.84 1.62
Cl 3.612201 -1.256989 -0.706044 0.83 0.01 0.06 0.77
Cl 2.208689 5.457795 0.110688 -0.10 0.04 0.04 0.60
S -0.241412 1.260653 4.386447 -0.01 -0.01 0.11 0.57
O -0.851441 0.114902 0.891166 -0.14 -0.17 0.27 -0.27
O 4.695487 -2.405821 -0.567521 0.15 0.44 0.29 -0.71
O -0.883431 -0.605843 -1.830174 -0.06 -0.11 0.12 -0.07
O 0.647033 3.588530 -2.256979 0.04 -0.01 -0.02 0.08
O 2.083177 -5.511447 -2.207909 -0.06 0.03 0.05 -0.06
N -1.271967 3.000750 2.657842 -0.19 0.04 -0.01 -0.11
N -2.166509 0.854927 2.635616 0.01 0.35 0.19 0.11
N 0.028632 1.409720 -1.779885 0.02 -0.08 -0.19 0.04
N 1.519302 1.827987 0.706415 -0.29 -0.12 0.27 -0.02
N 2.025559 -1.490108 -4.517984 0.16 -0.06 -0.18 0.11
N 0.643094 -2.323367 0.157349 -0.08 -0.07 -0.05 -0.06
C -0.852249 2.406155 -3.759117 0.00 0.00 -0.01 -0.07
C -0.321666 4.007651 3.103512 0.16 -0.01 0.13 -0.26
C -1.913852 0.068457 1.667602 -0.01 -0.20 -0.17 -0.41
C -4.015074 -2.578751 -0.048668 0.00 -0.02 0.04 -0.08
C -0.918998 -3.828981 1.325791 -0.07 -0.01 0.00 -0.03
C 1.774373 -2.810180 -4.425123 0.13 0.36 -0.05 -0.10
C 4.339134 3.736596 0.162433 0.13 0.09 -0.06 -0.18
C 0.046367 2.585370 -2.530957 -0.04 0.07 0.18 -0.48
C -1.041397 -3.776638 3.725206 0.02 0.00 -0.01 -0.08
C -3.079077 -1.573064 0.149513 -0.04 0.00 0.08 -0.02
C -4.768563 -3.053646 1.016863 0.01 -0.02 -0.07 -0.10
C -1.476104 -4.283243 2.510060 0.04 0.00 -0.02 -0.08
C -4.589958 -2.511888 2.281831 0.02 0.05 0.05 -0.09
C 1.224636 -4.893579 -3.165667 0.06 0.02 -0.02 -0.22
C 4.724452 1.226931 -0.257363 0.33 0.01 -0.05 -0.24
C 5.083986 2.627351 -0.032668 0.05 -0.09 -0.04 -0.15
C -1.242147 1.757245 3.142260 0.10 -0.22 -0.09 -0.81
C 2.124517 2.814965 0.493952 -0.21 0.16 -0.01 -0.29
C 1.691903 -1.221396 -2.134330 -1.80 0.49 -0.74 -0.27
C -0.039612 -2.817218 3.756038 0.01 -0.01 0.03 -0.13
C -1.910251 3.453365 0.301683 0.04 0.10 -0.04 -0.06
C -2.323511 3.473739 1.762920 0.05 0.05 -0.08 -0.19
C 1.296679 -2.557814 -2.127658 0.11 -0.39 0.35 -0.23
C -0.766115 0.513387 -2.362423 -0.09 0.02 0.03 -0.52
C 0.786911 -3.071146 -0.883036 -0.20 -0.34 -0.28 -0.06
C 3.593406 0.644377 -0.663240 -0.58 -1.00 0.69 -0.30
C 2.926820 3.871576 0.274368 -0.05 -0.09 -0.03 -0.70
C -3.669651 -1.493789 2.479755 -0.02 -0.02 0.00 -0.03
C 1.429721 -3.408672 -3.248125 -0.12 -0.15 0.17 -0.17
C 2.041403 -0.737476 -3.433242 0.21 0.08 0.16 -0.35
C -2.909308 -1.019565 1.414852 0.00 -0.01 -0.09 -0.13
C 0.525771 -2.380705 2.570491 0.00 0.07 0.04 -0.59
C -1.407198 0.989609 -3.636430 -0.01 -0.01 0.00 -0.06
C 2.542023 0.664725 -3.644540 0.13 -0.01 -0.15 -0.05
C -0.825267 4.790951 4.307026 0.03 0.00 0.02 -0.08
C 0.089742 -2.871392 1.340914 0.03 0.08 0.13 -0.32
H 0.612332 3.501183 3.344978 -0.05 0.03 -0.04 0.08
H -1.771634 5.292353 4.094558 -0.01 0.01 -0.02 0.06
H -2.277355 -5.009447 2.476659 0.00 0.00 0.00 0.11
H -2.492658 0.941506 -3.541646 0.01 -0.01 -0.01 0.12
H 2.242935 1.024603 -4.630893 -0.01 0.01 0.02 0.08
H -0.989191 4.018083 0.126348 -0.08 -0.06 0.04 0.07
H 6.155658 2.791441 -0.009805 0.00 -0.03 0.02 0.08
H 0.491365 -4.117912 -0.832351 0.16 -0.04 0.12 0.13
H 2.822234 -4.915168 -2.032517 0.03 -0.03 -0.05 0.09
H -5.167845 -2.885157 3.118404 0.00 0.00 0.00 0.10
H -3.514567 -1.058832 3.458028 -0.01 0.00 0.01 0.11
H 3.635765 0.645605 -3.620161 -0.01 -0.01 -0.03 0.09
H 0.197302 -5.138735 -2.878437 0.01 -0.03 0.03 0.12
H -1.110957 0.322376 -4.446720 0.01 0.00 0.00 0.13
H 4.885744 4.670902 0.258177 -0.02 -0.01 0.02 0.09
H -0.128599 4.666518 2.258016 0.01 0.07 -0.08 0.10
H -0.095276 5.553872 4.581919 -0.01 0.00 0.02 0.07
H -1.493304 -4.109571 4.650217 0.00 0.00 0.01 0.10
H 1.397618 -5.331821 -4.153791 -0.02 0.02 -0.01 0.11
H 5.584932 0.567169 -0.140717 -0.03 -0.03 -0.03 0.09
H 2.245659 1.356362 -2.866537 -0.03 0.01 0.02 0.04
H -4.148670 -2.997361 -1.038830 0.00 0.00 0.00 0.10
H -2.700460 3.887436 -0.315989 0.01 -0.01 -0.01 0.08
H -1.737122 2.429964 -0.014840 0.05 -0.14 -0.09 0.05
H -0.245371 2.559301 -4.650704 0.00 -0.01 0.00 0.12
H -5.490994 -3.846093 0.862790 0.00 0.00 -0.01 0.10
H -2.478501 -1.219356 -0.673913 0.03 0.01 -0.02 0.09
H -2.561288 4.495743 2.070084 -0.01 -0.02 0.02 0.11
H -1.618977 3.179568 -3.741324 0.00 0.01 0.00 0.12
H 0.292802 -2.395519 4.694582 -0.02 0.01 0.00 0.10
H -1.308684 -4.179154 0.379035 0.00 0.01 0.00 0.11
H -3.214360 2.868413 1.918194 0.00 -0.04 0.02 0.12
H -0.966340 4.121477 5.155648 0.01 0.00 -0.02 0.06
H 1.869282 -3.374986 -5.345942 -0.05 -0.07 0.00 0.11
```
Forces are in eV/Å.

Kohn-Sham gap (eV): 5.500
Charge: -1
Highest occupied orbital energy (eV): -4.00
ΔE to the lowest compared entry with this formula, charge and spin (kJ/mol): 955.76
Lowest unoccupied orbital energy (eV): 1.5
Electronic energy (eV): -102322.9396